Entry 1:
A 2-piece molecular cluster, C2HCl2NO2 overall at a distorted geometry, computed with ωB97M-V with the def2-TZVPD basis set.

```
8
Properties=species:S:1:pos:R:3
C -2.957 -0.085 1.021
C -1.737 -0.558 0.309
N -3.921 0.189 1.540
O 0.484 -0.658 0.043
O -0.557 -0.485 0.944
Cl -0.468 1.760 -0.868
Cl -1.826 -1.316 -1.201
H 0.483 0.221 -0.525
```

Results
Total charge = 0
Kohn-Sham gap = 6.50 eV

Entry 2:
A 2-piece molecular cluster, C2HCl2O3 overall at a distorted geometry, computed with ωB97M-V with the def2-TZVPD basis set.

```
8
Properties=species:S:1:pos:R:3
C -1.895 -0.225 -0.153
C 0.920 0.184 0.129
O -2.430 -1.128 0.367
O -1.638 0.758 -0.702
O 0.082 -0.669 0.288
Cl 2.375 0.021 1.464
Cl 2.048 -0.167 -1.496
H 0.538 1.226 0.103
```

Results
Total charge = -1
Kohn-Sham gap = 9.18 eV

Entry 3:
An isolated ion of composition C2HCl3NO2 and charge -1 at a distorted geometry, computed with ωB97M-V with the def2-TZVPD basis set.

```
9
Properties=species:S:1:pos:R:3
O 1.383 0.379 -2.167
C 1.073 0.833 -1.129
O 1.294 1.674 -0.346
N 0.011 -0.313 -0.552
C -0.823 -0.357 0.801
Cl -1.846 -1.772 0.988
Cl 0.203 -0.396 2.324
Cl -1.737 1.113 0.756
H 0.442 -1.161 -0.673
```

Results
Total charge = -1
Kohn-Sham gap = 7.90 eV

Entry 4:
The molecule C2HCl3O2S at a distorted geometry, computed with ωB97M-V with the def2-TZVPD basis set.

```
9
Properties=species:S:1:pos:R:3
O 2.439 1.344 -0.069
S 1.056 1.214 0.124
O 0.505 2.294 0.886
C 0.556 -0.348 0.150
C -1.034 -0.789 -0.036
Cl -1.591 -0.654 -1.780
Cl -1.096 -2.424 0.345
Cl -2.044 0.231 0.944
H 1.208 -0.867 -0.564
```

Results
Total charge = 0
Kohn-Sham gap = 9.05 eV

For the records above, the corresponding electronic energy values read -32714.23025, -33280.08738, -45243.68232, -54584.29027 eV.